{"formula": "C2H6BrP", "method": "wB97M-V/def2-TZVPD", "multiplicity": 3, "fmax_ev_per_a": 0.7, "total_energy_ev": -81498.969, "s2": 2.007, "e_above_lowest_kcal_mol": 0.0, "species": ["C", "C", "P", "Br", "H", "H", "H", "H", "H", "H"], "xyz": [[-0.436, -1.584, 0.447], [-0.652, -0.348, -0.322], [1.786, 1.929, 0.116], [-2.083, 0.763, 0.082], [-0.733, -1.463, 1.487], [0.612, -1.879, 0.398], [-1.024, -2.408, 0.024], [-0.276, -0.245, -1.325], [1.983, 2.315, -1.206], [0.823, 2.920, 0.300]], "forces_ev_per_a": [[-0.125, -0.111, 0.050], [-0.113, -0.158, -0.155], [0.370, -0.347, 0.497], [-0.051, 0.100, 0.024], [0.054, -0.031, 0.047], [0.064, 0.001, 0.034], [-0.011, -0.081, 0.071], [0.056, 0.146, -0.105], [0.103, 0.144, -0.563], [-0.347, 0.338, 0.098]], "nbo_charge": [-0.698, -0.231, 0.111, 0.063, 0.226, 0.230, 0.223, 0.188, -0.059, -0.052]}

{"formula": "C2H6Cl2MnN2S4Sb", "method": "wB97M-V/def2-TZVPD", "multiplicity": 5, "fmax_ev_per_a": 2.4, "total_energy_ev": -111396.114, "s2": 6.386, "e_above_lowest_kcal_mol": 31.3, "species": ["Mn", "S", "Sb", "S", "S", "Cl", "C", "Cl", "H", "H", "N", "C", "N", "S", "H", "H", "H", "H"], "xyz": [[-0.954, 0.072, 1.050], [-0.111, -1.585, 5.121], [-1.926, -1.810, 3.804], [-0.921, -2.035, 1.425], [-2.156, 0.506, 2.762], [0.957, 1.093, 0.840], [2.549, 1.872, 0.740], [2.969, 2.252, -0.939], [3.291, 1.190, 1.137], [2.511, 2.795, 1.305], [-0.066, 0.344, -2.462], [-1.068, -0.359, -1.914], [-1.129, -1.669, -2.148], [-2.269, 0.416, -0.997], [0.568, -0.062, -3.131], [-0.136, 1.346, -2.428], [-0.376, -2.153, -2.611], [-1.735, -2.213, -1.554]], "forces_ev_per_a": [[-2.273, -0.903, -0.007], [-0.447, -0.115, -0.264], [0.700, 0.239, 0.130], [0.041, -0.849, 0.151], [-0.465, 0.182, 0.619], [2.034, 1.116, -0.134], [0.662, 0.365, -0.386], [-0.047, -0.047, 0.220], [-0.120, -0.108, 0.023], [-0.138, -0.032, 0.027], [-0.103, -0.120, -0.108], [-0.011, 0.004, -0.444], [0.142, 0.003, 0.068], [-0.017, 0.261, -0.077], [0.028, -0.025, 0.061], [0.040, 0.044, 0.044], [0.017, -0.014, 0.030], [-0.044, -0.003, 0.046]], "nbo_charge": [0.766, -0.813, 0.991, -0.679, -0.609, -0.003, -0.353, -0.007, 0.246, 0.244, -0.775, 0.316, -0.756, -0.230, 0.399, 0.426, 0.397, 0.441]}

{"formula": "C2H6Cl2NOP", "method": "wB97M-V/def2-TZVPD", "fmax_ev_per_a": 4.8, "total_energy_ev": -40043.622, "e_above_lowest_kcal_mol": 29.5, "species": ["C", "C", "N", "O", "P", "Cl", "Cl", "H", "H", "H", "H", "H", "H"], "xyz": [[2.529, 0.052, -0.639], [1.311, 0.158, 0.283], [0.471, -0.719, 0.448], [-2.361, 0.608, 1.208], [-2.687, 0.000, -0.306], [-4.229, 1.308, -0.706], [-3.777, -1.668, 0.153], [2.882, -0.888, -0.541], [2.159, 0.387, -1.574], [3.378, 0.837, -0.406], [-1.483, 0.302, 1.576], [1.182, 1.193, 0.597], [0.624, -1.572, -0.092]], "forces_ev_per_a": [[0.077, 4.402, 1.897], [2.869, 2.437, -1.752], [-2.539, -1.535, 0.694], [0.768, -0.701, -0.418], [0.585, 0.858, 1.118], [0.064, -0.056, 0.014], [-0.195, -0.334, 0.123], [1.388, -3.107, -0.504], [-0.137, -0.314, -1.347], [-1.678, -1.602, -0.040], [-1.101, 0.138, -0.948], [-0.467, -0.161, 0.851], [0.368, -0.025, 0.312]], "nbo_charge": [-0.682, 0.179, -0.656, -1.011, 1.103, -0.309, -0.319, 0.214, 0.234, 0.217, 0.527, 0.157, 0.347]}

{"formula": "C2H6Cl3NOSSi2", "method": "wB97M-V/def2-TZVPD", "fmax_ev_per_a": 6.4, "total_energy_ev": -69867.304, "species": ["Si", "O", "Si", "N", "C", "S", "H", "H", "H", "H", "H", "C", "Cl", "Cl", "Cl", "H"], "xyz": [[-2.166, -0.183, 0.393], [-2.083, -1.129, -1.061], [-0.472, -1.356, -1.640], [0.385, -2.758, -0.868], [0.925, -2.362, 0.247], [1.050, -2.132, 1.903], [-1.296, 1.018, 0.372], [-3.589, 0.194, 0.568], [-1.747, -0.941, 1.591], [0.351, -0.143, -1.621], [-0.606, -1.741, -3.063], [1.934, 2.328, 0.711], [2.430, 0.953, -0.284], [1.688, 3.764, -0.293], [0.463, 1.948, 1.623], [2.731, 2.539, 1.421]], "forces_ev_per_a": [[-0.802, -0.574, -0.726], [2.678, 0.821, 1.214], [-1.722, -0.860, -1.018], [2.763, 3.327, 4.749], [-3.614, -2.181, -0.576], [0.537, -0.304, -3.922], [-0.470, -0.393, -0.562], [0.155, -0.015, -0.124], [-0.018, -0.164, -0.180], [-0.140, 0.039, 0.445], [-0.076, -0.081, 0.287], [0.007, 0.069, 0.055], [0.144, 0.166, 0.167], [0.038, -0.111, 0.110], [0.679, 0.310, 0.233], [-0.160, -0.048, -0.151]], "nbo_charge": [1.159, -1.191, 1.532, -0.803, 0.232, 0.013, -0.190, -0.183, -0.193, -0.199, -0.199, -0.279, 0.021, 0.021, 0.026, 0.233]}

{"formula": "C2H6ClO", "method": "wB97M-V/def2-TZVPD", "fmax_ev_per_a": 4.3, "total_energy_ev": -16742.878, "charge": -1, "e_above_lowest_kcal_mol": 0.0, "species": ["Cl", "C", "C", "O", "H", "H", "H", "H", "H", "H"], "xyz": [[2.755, 1.522, -1.715], [-1.232, -0.270, 0.607], [0.195, 0.028, 0.204], [0.385, -0.448, -1.183], [-1.361, -1.398, 0.473], [-2.039, 0.171, 0.096], [-1.259, -0.272, 1.729], [0.878, -0.445, 0.908], [0.405, 1.018, 0.263], [1.276, 0.091, -1.386]], "forces_ev_per_a": [[-0.036, -0.099, 0.094], [1.386, -3.573, 2.033], [-1.265, -3.017, -1.949], [2.237, 1.972, 1.769], [0.059, 1.199, -0.287], [-0.733, 1.069, -0.443], [-0.546, 0.834, -0.770], [0.130, -0.473, -0.033], [0.608, 3.235, -0.091], [-1.841, -1.147, -0.323]], "nbo_charge": [-0.921, -0.622, -0.065, -0.801, 0.192, 0.203, 0.188, 0.142, 0.174, 0.510]}

{"formula": "C2H6ClOPS", "method": "wB97M-V/def2-TZVPD", "fmax_ev_per_a": 3.4, "total_energy_ev": -36863.898, "e_above_lowest_kcal_mol": 63.0, "species": ["C", "C", "O", "P", "S", "Cl", "H", "H", "H", "H", "H", "H"], "xyz": [[0.810, 0.862, -0.763], [-0.956, -1.279, -0.720], [-0.695, -0.254, 2.984], [0.550, -0.691, 0.156], [-0.294, 0.693, 1.952], [1.641, 1.341, 2.410], [1.171, 1.823, -0.207], [-0.087, 1.182, -1.389], [1.500, 0.535, -1.451], [-1.071, -2.400, -0.580], [-0.685, -1.168, -1.842], [-1.883, -0.643, -0.550]], "forces_ev_per_a": [[-2.011, 2.665, 0.478], [-0.312, -0.297, -1.556], [-0.398, 0.167, 0.389], [-0.680, 1.396, 1.719], [0.449, -1.724, -1.054], [0.134, 0.092, 0.077], [-0.417, -2.137, -0.864], [0.857, -0.461, 0.961], [2.087, -0.059, -1.874], [-0.300, 1.528, 0.160], [-0.438, -0.085, 1.655], [1.028, -1.086, -0.092]], "nbo_charge": [-0.997, -0.992, -0.904, 0.714, 0.988, -0.273, 0.265, 0.227, 0.227, 0.252, 0.243, 0.250]}

{"formula": "C2H6F2NP", "method": "wB97M-V/def2-TZVPD", "fmax_ev_per_a": 2.3, "total_energy_ev": -18379.891, "e_above_lowest_kcal_mol": 150.4, "species": ["C", "C", "N", "F", "F", "P", "H", "H", "H", "H", "H", "H"], "xyz": [[1.270, -0.638, 0.126], [-0.048, -0.227, 0.675], [-0.457, 1.356, -1.084], [-0.006, 0.503, 1.792], [0.819, 1.813, -1.348], [-1.520, -1.257, 0.501], [1.987, 0.177, 0.223], [1.668, -1.513, 0.646], [1.156, -0.884, -0.929], [-0.846, 2.075, -0.466], [-2.441, -0.241, 0.743], [-1.582, -1.165, -0.879]], "forces_ev_per_a": [[-0.070, 0.054, 0.183], [-0.006, 1.271, -1.912], [-0.430, -1.724, 1.056], [0.128, -0.002, 0.327], [0.458, 0.445, 0.031], [-0.028, -0.620, 0.627], [-0.047, 0.029, -0.050], [-0.014, -0.042, 0.111], [0.002, 0.010, 0.013], [0.289, 0.217, 0.124], [-0.292, 0.325, 0.057], [0.009, 0.038, -0.569]], "nbo_charge": [-0.729, 0.270, -0.239, -0.341, -0.278, 0.290, 0.248, 0.229, 0.249, 0.290, -0.005, 0.016]}

{"formula": "C2H6F3N3", "method": "wB97M-V/def2-TZVPD", "fmax_ev_per_a": 4.9, "total_energy_ev": -14793.819, "e_above_lowest_kcal_mol": 7.3, "species": ["C", "C", "N", "N", "N", "F", "F", "F", "H", "H", "H", "H", "H", "H"], "xyz": [[1.305, 0.061, 0.069], [-2.725, 0.097, 0.027], [1.158, -1.131, -0.632], [0.311, 0.799, 0.392], [2.632, 0.253, 0.211], [-3.263, 1.270, -0.121], [-3.213, -0.457, 1.148], [-3.052, -0.707, -0.984], [1.314, -2.043, -0.124], [0.289, -1.048, -1.214], [0.519, 1.711, 0.712], [-1.513, 0.246, 0.197], [2.822, 1.062, 0.624], [3.416, -0.112, -0.304]], "forces_ev_per_a": [[0.313, -1.111, -0.957], [4.655, -0.685, 1.534], [-2.087, -1.432, -0.947], [0.199, -1.268, -0.561], [0.180, -1.423, -0.120], [-1.207, 1.468, -0.543], [-0.554, -0.231, 0.346], [-0.193, -0.037, -0.515], [-0.442, 1.715, -0.877], [1.015, -0.931, 1.141], [0.568, 1.055, 0.435], [-2.979, -0.585, -0.848], [1.401, 4.006, 2.304], [-0.870, -0.541, -0.391]], "nbo_charge": [0.595, 0.798, -0.879, -0.781, -0.804, -0.328, -0.353, -0.343, 0.403, 0.395, 0.351, 0.172, 0.364, 0.409]}

{"formula": "C2H6FN", "method": "wB97M-V/def2-TZVPD", "fmax_ev_per_a": 3.3, "total_energy_ev": -6377.873, "e_above_lowest_kcal_mol": 18.1, "species": ["C", "C", "N", "F", "H", "H", "H", "H", "H", "H"], "xyz": [[1.230, 0.457, -0.089], [-0.195, 0.297, 0.245], [-0.708, -0.707, 0.810], [-2.483, -0.514, -0.812], [1.892, -0.002, 0.699], [1.399, 1.509, -0.283], [1.452, 0.047, -1.051], [-0.858, 1.114, -0.274], [-0.065, -1.336, 1.129], [-1.665, -0.867, -0.373]], "forces_ev_per_a": [[0.935, 0.403, 1.363], [-0.574, 1.317, -1.718], [-1.913, 2.104, -0.530], [0.522, -0.673, -0.434], [-0.435, 0.662, -0.920], [0.541, 0.355, 0.569], [-0.048, -0.826, -0.611], [0.770, -1.751, 1.318], [2.356, -2.116, 1.091], [-2.153, 0.526, -0.129]], "nbo_charge": [-0.707, 0.208, -0.666, -0.622, 0.224, 0.231, 0.249, 0.199, 0.344, 0.540]}

{"formula": "C2H6FP", "method": "wB97M-V/def2-TZVPD", "fmax_ev_per_a": 2.9, "total_energy_ev": -14175.274, "e_above_lowest_kcal_mol": 56.5, "species": ["C", "C", "F", "P", "H", "H", "H", "H", "H", "H"], "xyz": [[2.324, -0.827, 1.650], [2.875, -0.102, 0.699], [2.570, -0.552, -0.631], [-1.443, 0.050, -0.305], [1.555, -1.589, 1.410], [-1.031, -0.590, -1.400], [2.711, -0.638, 2.644], [3.720, 0.651, 0.676], [-2.715, 0.659, -0.838], [-0.557, 1.094, -0.442]], "forces_ev_per_a": [[0.143, 0.385, 0.062], [0.634, -1.226, -2.446], [0.368, 1.362, 1.652], [-2.239, 0.450, 1.791], [0.777, 0.607, 0.343], [0.390, -0.825, -1.803], [-0.545, -0.129, 0.180], [-1.419, -0.988, 0.205], [1.660, -0.474, 0.287], [0.232, 0.838, -0.269]], "nbo_charge": [-0.480, 0.209, -0.385, 0.015, 0.238, -0.016, 0.219, 0.199, 0.008, -0.007]}

{"formula": "C2H6I2N3", "method": "wB97M-V/def2-TZVPD", "fmax_ev_per_a": 4.9, "total_energy_ev": -22834.999, "charge": 1, "e_above_lowest_kcal_mol": 19.0, "species": ["C", "C", "N", "N", "N", "I", "I", "H", "H", "H", "H", "H", "H"], "xyz": [[-0.080, -0.055, 0.252], [2.383, 0.030, -0.500], [-0.895, -0.620, 1.145], [-0.494, 0.880, -0.527], [1.227, -0.467, 0.226], [3.919, -1.394, -0.004], [2.898, 2.058, -0.229], [2.289, -0.037, -1.985], [-1.816, -0.323, 1.130], [-0.910, -1.540, 1.495], [-1.489, 1.178, -0.518], [-0.071, 1.210, -1.339], [1.591, -1.111, 0.903]], "forces_ev_per_a": [[3.005, -2.235, 0.976], [-0.325, -0.532, -4.826], [0.415, 0.665, -0.140], [-3.431, 1.579, -0.194], [-0.633, 0.673, -0.577], [0.035, 0.426, -0.239], [-0.015, 0.193, 0.304], [-0.093, -0.093, 4.690], [-2.041, 1.058, -0.121], [1.241, -1.226, 0.313], [1.035, -0.558, 0.284], [1.656, 0.480, -1.139], [-0.848, -0.432, 0.670]], "nbo_charge": [0.696, -0.491, -0.750, -0.730, -0.659, 0.266, 0.249, 0.278, 0.402, 0.436, 0.430, 0.439, 0.433]}

{"formula": "C2H6IN2", "method": "wB97M-V/def2-TZVPD", "fmax_ev_per_a": 4.4, "total_energy_ev": -13243.519, "charge": 1, "e_above_lowest_kcal_mol": 40.0, "species": ["C", "C", "N", "N", "I", "H", "H", "H", "H", "H", "H"], "xyz": [[-1.333, -0.791, 0.161], [0.193, -0.493, -0.178], [-2.149, 0.136, 0.028], [0.368, 0.918, 0.031], [-4.113, 0.018, -0.005], [-1.471, -1.816, 0.376], [0.372, -1.029, -1.179], [0.861, -0.981, 0.494], [1.281, 1.142, -0.022], [-0.108, 1.231, 0.869], [-0.100, 1.475, -0.642]], "forces_ev_per_a": [[1.979, 0.053, -0.659], [-2.574, -2.703, -0.166], [1.257, 1.102, -0.278], [-2.681, -0.009, -0.754], [-1.023, -0.332, 0.256], [-0.730, -1.228, 0.218], [0.002, 1.879, 0.954], [0.296, -0.528, 0.735], [4.153, 1.338, 0.295], [0.176, -0.168, 0.827], [-0.854, 0.596, -1.429]], "nbo_charge": [0.114, -0.306, -0.670, -0.633, 0.450, 0.190, 0.277, 0.236, 0.432, 0.459, 0.451]}